1.
C18H30F2N5O2S3 | wB97M-V/def2-TZVPD

Properties
LUMO, Ha: -0.1365
HOMO level, eV: -13.052
Charge: +1
Gap between HOMO and LUMO, eV: 9.34

The geometry in XYZ format:
```
60
C18H30F2N5O2S3, DFT wB97M-V/def2-TZVPD
O -1.2281 -0.3097 -2.3778
S -0.4051 -1.3733 -1.9910
O -0.7484 -2.2648 -0.9584
F -0.0417 -2.1808 -3.2245
N 1.1203 -0.7644 -1.5303
C 2.2581 -1.4615 -1.5450
S 2.4907 -3.1214 -1.9903
N 3.2069 -0.6466 -1.0960
C 2.6956 0.5900 -0.7848
C 3.5013 1.7165 -0.2636
C 4.4555 2.3125 -1.3284
C 3.8972 2.2590 -2.7355
F 4.6215 3.1412 -3.5372
C 1.3716 0.5638 -1.0412
S 0.2443 1.8584 -0.8444
H 3.7194 -2.9280 -2.4867
H 4.1686 -0.9256 -0.9648
H 4.0847 1.3796 0.5898
H 2.8158 2.4845 0.0705
H 4.6739 3.3470 -1.0890
H 5.3775 1.7346 -1.3180
H 2.8532 2.5757 -2.7740
H 4.0169 1.2706 -3.1822
H -0.3381 1.5935 0.3397
C -0.9249 -6.6383 1.8445
C -0.9714 -5.1873 2.3076
C -0.2728 -4.2305 1.3338
C 1.1455 -4.5425 1.1601
N 2.2553 -4.7937 1.0029
H 0.1013 -7.0027 1.7809
H -1.4587 -7.2802 2.5438
H -1.3882 -6.7535 0.8627
H -0.5097 -5.1011 3.2923
H -2.0087 -4.8670 2.4123
H -0.3449 -3.2030 1.6923
H -0.7433 -4.2739 0.3535
C -0.3328 5.2960 1.7460
C 0.6127 5.7472 2.8519
C 2.0005 5.1051 2.7400
C 1.9257 3.6463 2.8275
N 1.8591 2.5016 2.8867
H -0.5003 4.2180 1.7973
H -1.3020 5.7823 1.8439
H 0.0673 5.5362 0.7584
H 0.1828 5.5021 3.8240
H 0.7297 6.8307 2.8203
H 2.6569 5.4558 3.5366
H 2.4658 5.3640 1.7869
C -6.2376 -1.5962 -0.6100
C -5.9662 -0.5253 -1.6595
C -4.4741 -0.2029 -1.8089
C -3.9060 0.2992 -0.5561
N -3.4526 0.6893 0.4247
H -5.9199 -1.2702 0.3814
H -7.3021 -1.8193 -0.5573
H -5.7122 -2.5232 -0.8488
H -6.5070 0.3868 -1.4033
H -6.3419 -0.8565 -2.6286
H -4.3191 0.5518 -2.5803
H -3.9178 -1.0962 -2.0964
```

---

2.
C18H30N4O4 | wB97M-V/def2-TZVPD

Properties
Structure (SMILES): CCOC(=O)N1CCN(c2c(NCCCN(CC)CC)c(=O)c2=O)CC1
LUMO, Ha: 0.0215
HOMO level, eV: -7.702
Gap between HOMO and LUMO, eV: 8.29
Energy above the lowest of the compared OMol25 structures with the same formula, charge and spin, kJ/mol: 0.0

The geometry in XYZ format:
```
56
C18H30N4O4, DFT wB97M-V/def2-TZVPD
C 7.5382 0.4922 -0.7468
C 6.6752 0.5927 0.5023
H 6.4098 1.6374 0.6941
H 7.1865 0.1720 1.3707
O 5.4784 -0.1747 0.3788
C 4.4729 0.4110 -0.3059
O 4.5071 1.5406 -0.7358
N 3.4166 -0.4231 -0.4728
C 2.1955 0.0839 -1.0560
H 2.4020 1.0729 -1.4671
C 1.1004 0.1546 0.0190
N 0.9457 -1.1388 0.6494
C 0.0233 -2.0343 0.2421
C -1.1845 -1.9931 -0.4640
N -1.9033 -1.0467 -1.0947
H -1.7989 -0.0788 -0.8046
C -3.2675 -1.3261 -1.4869
H -3.3070 -2.3243 -1.9243
C -4.2520 -1.2434 -0.3056
C -3.8387 -0.2012 0.7434
N -3.3260 1.0317 0.1552
C -2.5276 1.7930 1.1090
C -1.7868 2.9553 0.4555
H -1.2876 2.6291 -0.4542
H -1.0369 3.3377 1.1433
H -2.4615 3.7695 0.2066
H -1.7885 1.1013 1.5283
H -3.1311 2.1689 1.9503
C -4.3439 1.8145 -0.5340
C -5.3733 2.5316 0.3451
H -4.9049 3.2940 0.9624
H -5.8920 1.8293 0.9933
H -6.1105 3.0147 -0.2908
H -4.8705 1.1361 -1.2070
H -3.8272 2.5515 -1.1538
H -4.6864 -0.0229 1.4224
H -3.0334 -0.6278 1.3494
H -5.2482 -1.0312 -0.6939
H -4.2946 -2.2112 0.1959
H -3.5307 -0.5913 -2.2506
C -1.3772 -3.4478 -0.3299
O -2.1925 -4.2426 -0.7398
C -0.1082 -3.4780 0.4942
O 0.5256 -4.2875 1.1361
C 2.1752 -1.6341 1.2369
H 1.9969 -2.6204 1.6647
H 2.4804 -0.9414 2.0277
C 3.2747 -1.7115 0.1684
H 4.2239 -2.0015 0.6136
H 2.9895 -2.4507 -0.5889
H 0.1594 0.4686 -0.4275
H 1.3940 0.8786 0.7865
H 1.8769 -0.5910 -1.8584
H 7.0132 0.9292 -1.5926
H 8.4677 1.0321 -0.5914
H 7.7626 -0.5486 -0.9675
```

---

3.
C18H30NO4P2Yb | wB97M-V/def2-TZVPD

Properties
LUMO (spin up / spin down), Ha: -0.0022 / -0.0041
Multiplicity: 2
HOMO level (spin up / spin down), eV: -3.810 / -6.436
Gap between HOMO and LUMO (spin up / spin down), eV: 3.75 / 6.32
Energy above the lowest of the compared OMol25 structures with the same formula, charge and spin, kJ/mol: 127.6
<S²>: 0.76

The geometry in XYZ format:
```
56
C18H30NO4P2Yb, DFT wB97M-V/def2-TZVPD
C 1.1331 -4.5723 -0.2105
C 1.1316 -3.1922 -0.0497
N -0.0072 -2.4685 -0.1738
C -1.1770 -3.1204 -0.2881
C -1.2256 -4.4978 -0.4741
C -0.0546 -5.2404 -0.4618
C 2.4296 -2.4813 0.2402
P 2.3273 -1.0320 1.3805
Yb 0.6601 -0.0263 -0.5058
P -2.6485 -0.6276 -0.7339
C -2.5013 -2.3692 -0.2600
O 3.3043 -1.4641 -2.0898
O 2.1216 0.6687 -1.9663
H 2.0864 -5.0929 -0.2007
H -2.1864 -4.9632 -0.6695
H -0.0764 -6.3046 -0.6308
C 2.5802 -1.7616 3.0283
C 3.9643 -0.2811 1.0578
H -3.2091 -2.9004 -0.9133
H -2.9047 -2.4199 0.7644
H 2.9521 -2.1841 -0.7670
H 3.1163 -3.1502 0.7643
C -4.1340 0.0739 -0.0178
C -2.7754 -0.5436 -2.5232
H 0.5070 0.1716 -2.7485
H 1.8328 1.6240 -2.0268
H 2.8459 -0.5558 -2.3105
H 3.3593 -2.0553 -2.8661
H -1.6035 0.1430 -0.1541
H -0.1924 -0.0202 -2.6843
H 3.5858 -2.1825 3.1555
H 2.4457 -0.9742 3.7827
H 1.8318 -2.5367 3.2320
H 4.7673 -0.9689 1.3612
H 4.0511 -0.0236 -0.0086
H 4.0240 0.6408 1.6578
H -3.7632 -0.8343 -2.9220
H -2.5507 0.4961 -2.7966
H -1.9943 -1.1862 -2.9532
H -5.0408 -0.2482 -0.5430
H -4.1865 -0.2306 1.0350
H -4.0452 1.1668 -0.0850
O 0.6064 3.0207 -1.2685
C 0.0505 2.8877 -0.1404
O -0.0522 1.7799 0.5224
C -0.4730 4.1137 0.5503
C -0.8977 4.0468 1.8778
C -1.3998 5.1620 2.5522
C -1.4552 6.3860 1.8597
C -1.0382 6.4933 0.5202
C -0.5366 5.3500 -0.1070
H -0.8126 3.1043 2.4016
H -1.7181 5.0900 3.5982
H -1.8317 7.2720 2.3596
H -1.0535 7.4506 -0.0243
H -0.1691 5.3687 -1.1263
```

---

4.
C18H31Cl2LuN4O3S | wB97M-V/def2-TZVPD

Properties
LUMO, Ha: 0.0139
HOMO level, eV: -7.922
Gap between HOMO and LUMO, eV: 8.30

The geometry in XYZ format:
```
60
C18H31Cl2LuN4O3S, DFT wB97M-V/def2-TZVPD
O 0.4466 0.0637 -1.1497
C -0.6534 0.3783 -1.8687
C -0.4811 1.7136 -2.5934
C 0.1873 2.7579 -1.9627
H 0.4713 2.6316 -0.9161
C 0.4674 3.9435 -2.6479
H 1.0120 4.7332 -2.1303
C 0.0368 4.1041 -3.9673
H 0.2423 5.0337 -4.5054
C -0.6937 3.0791 -4.5800
H -1.0696 3.2080 -5.5952
C -0.9458 1.8847 -3.8982
H -1.5208 1.0817 -4.3631
H -0.8341 -0.4040 -2.6408
C -2.6883 -0.9685 -0.8455
C -1.9113 0.3198 -0.8274
H -3.6067 -0.8645 -1.4563
H -2.9964 -1.2409 0.1801
H -2.0946 -1.7882 -1.2632
C -2.4313 1.4617 -0.3186
C -3.8525 1.6152 0.1275
H -1.8306 2.3679 -0.2350
H -4.4323 2.1120 -0.6691
H -3.9343 2.2574 1.0155
H -4.3572 0.6612 0.3490
Lu -0.3717 -0.1082 1.1646
Cl 0.2749 2.3041 1.6747
Cl -2.4157 -0.2082 2.5877
H 4.7205 1.4555 -1.4154
H 4.6941 1.6189 1.1032
C 3.6231 1.5034 -1.3786
C 3.5957 1.5565 1.1178
N 3.1386 0.9414 -0.1267
H 3.1983 0.9200 -2.2008
C 2.4774 -0.2173 -0.1121
O 1.9062 -0.6734 0.9202
H 3.2516 0.9535 1.9670
H 2.5173 -0.7789 -1.0580
H 3.3169 2.5519 -1.4861
H 3.1879 2.5710 1.2065
H -0.4472 -5.5800 1.7499
H 1.3910 -5.9226 -0.1958
C -0.9573 -4.9627 0.9990
C 0.7832 -5.2093 -0.7649
N 0.0360 -4.3413 0.1290
H -1.5453 -4.1862 1.4913
C 0.2319 -3.0316 0.1448
O -0.4223 -2.2638 0.9008
H 1.4379 -4.5935 -1.3870
H 0.9878 -2.6375 -0.5538
H -1.5951 -5.6078 0.3821
H 0.0951 -5.7751 -1.4037
N 0.0378 -0.9128 5.9515
C 0.2776 -0.2141 4.8300
N -0.1267 1.0601 4.8111
S 1.1154 -0.9785 3.5696
H -0.6314 -0.5793 6.6346
H 0.1973 -1.9109 5.8887
H -0.0901 1.6144 3.9489
H -0.4200 1.4999 5.6719
```

---

5.
C18H31F8NO11P2S2 | wB97M-V/def2-TZVPD

Properties
Structure (SMILES): CCOCCO[C@@]1(COC)[C@](CCOC=O)([PH2]=S)[C@@H](P(=N)(O)O)COS1(=O)=O.FC(F)C(F)(F)COC(F)(F)C(F)F
LUMO, Ha: -0.0022
HOMO level, eV: -9.039
Gap between HOMO and LUMO, eV: 8.98

The geometry in XYZ format:
```
73
C18H31F8NO11P2S2, DFT wB97M-V/def2-TZVPD
C 2.0103 -3.4705 6.2958
C 2.8067 -3.5373 4.8621
O 2.6616 -2.3213 4.0381
C 3.2240 -2.6840 2.7288
C 3.2037 -1.3439 1.7338
O 2.1883 -0.3609 2.0691
C 1.6533 0.4023 0.9390
C 2.7791 0.9505 -0.1214
O 4.0476 1.3949 0.4560
C 4.2013 2.8313 0.5811
C 0.3252 -0.3153 0.2106
C 0.6227 -1.7865 -0.4100
C 0.6130 -3.0928 0.5178
O -0.4524 -4.0116 -0.0083
C 0.1194 -5.3120 -0.3844
O -0.4141 -6.0371 -1.4051
P -0.1009 0.6602 -1.4465
S 0.9499 0.1266 -2.9730
C -1.0766 -0.1088 1.0222
P -1.4326 -1.1376 2.5618
N -0.2186 -1.3597 3.6002
O -2.0886 -2.7475 2.1943
O -2.7128 -0.3714 3.5317
C -1.4188 1.4633 1.4398
O -0.4945 1.7869 2.5535
S 1.0052 2.0030 1.7736
O 2.0504 2.2767 2.9256
O 1.0314 3.2296 0.8353
H 2.8257 -3.5648 7.1452
H 1.3356 -2.5177 6.3807
H 1.3520 -4.4514 6.3639
H 2.3584 -4.4244 4.2378
H 3.9648 -3.7279 4.9737
H 4.3707 -2.9517 2.9259
H 2.7516 -3.6281 2.2252
H 4.2638 -0.8264 1.9185
H 3.2256 -1.7232 0.6286
H 3.0415 0.0200 -0.8229
H 2.4255 1.7986 -0.8434
H 4.2067 3.1389 1.7347
H 3.4765 3.5083 -0.0291
H 5.3004 3.1016 0.2010
H -0.1224 -1.9829 -1.3228
H 1.7002 -1.7259 -0.9232
H 0.5833 -2.9603 1.6745
H 1.6212 -3.7001 0.3052
H 1.0153 -5.8125 0.1795
H 0.0182 2.0851 -1.2788
H -1.5060 0.4062 -1.7853
H -1.9338 -0.3811 0.2332
H -0.0339 -2.3763 3.7421
H -1.9109 -3.2769 3.0510
H -2.3021 0.2701 4.1828
H -2.5292 1.5921 1.8610
H -1.3520 2.2268 0.5602
C -4.9851 3.2248 -4.5791
C -4.5900 3.2170 -6.0645
C -3.8001 1.9952 -6.5230
F -2.6500 1.8196 -5.8370
F -3.4461 2.1173 -7.8314
F -3.9367 4.3749 -6.3537
F -5.7522 3.2620 -6.7905
O -4.1120 3.9243 -3.6844
C -2.9536 3.2000 -3.2743
C -1.6535 3.7655 -3.8549
F -1.7018 3.8935 -5.2055
F -0.5973 2.9539 -3.5799
F -3.1350 1.8885 -3.5589
F -2.9212 3.2834 -1.9163
H -5.9313 3.7764 -4.5145
H -5.2294 2.2223 -4.2072
H -4.3981 1.0843 -6.4289
H -1.4362 4.7537 -3.4368
```

---

6.
C18H31FIO12PS2 | wB97M-V/def2-TZVPD

Properties
Structure (SMILES): CCOC(=O)CCC[C@@]1(CSCC)[C@@H](I)OS(=O)(=O)[C@@H](O)[C@]1(F)CP(=O)(O)O.C[C@@H]1COC(=O)O1
LUMO, Ha: 0.0003
HOMO level, eV: -9.010
Gap between HOMO and LUMO, eV: 9.02

The geometry in XYZ format:
```
66
C18H31FIO12PS2, DFT wB97M-V/def2-TZVPD
C -3.5107 3.2764 0.1748
C -3.1039 2.6926 1.5266
O -2.2123 3.6074 2.2427
C -0.9195 3.1682 2.1734
O -0.3548 2.7066 3.1577
C -0.1952 3.3216 0.8583
C 1.1687 2.6355 0.8559
C 1.7690 2.5280 -0.5527
C 1.5665 1.1484 -1.2734
C 0.3351 0.4506 -0.7194
S -0.3785 -0.8653 -1.7434
C -0.9534 -1.9825 -0.4288
C -1.1000 -3.4245 -0.9014
C 1.3589 1.4942 -2.7714
I -0.5519 2.4266 -3.1705
O 2.2801 2.4447 -3.2724
S 3.8455 2.1042 -3.2049
O 4.3040 1.5678 -4.4464
O 4.4928 3.3153 -2.8193
C 4.1335 0.9040 -1.8417
O 5.0243 1.5466 -0.9836
C 2.8783 0.3627 -1.0395
F 3.1850 0.5671 0.2973
C 2.8536 -1.1758 -1.1367
P 2.9632 -2.0065 -2.7449
O 4.1501 -2.8744 -2.7444
O 1.6870 -2.9147 -3.0488
O 3.0433 -0.9320 -3.9211
H -2.9989 4.2104 -0.0283
H -3.2469 2.5921 -0.6269
H -4.5785 3.4625 0.1451
H -3.9670 2.5596 2.1643
H -2.5703 1.7530 1.4218
H -0.0118 4.3910 0.7437
H -0.8067 3.0455 0.0022
H 1.8189 3.2937 1.4256
H 1.1626 1.7100 1.4156
H 1.3258 3.3233 -1.1448
H 2.8216 2.7836 -0.5094
H 0.6017 0.0101 0.2392
H -0.4568 1.1515 -0.5034
H -1.8379 -1.5955 0.0608
H -0.1647 -1.9592 0.3225
H -0.6096 -3.6164 -1.8499
H -2.1343 -3.7375 -0.9902
H -0.6271 -4.0703 -0.1692
H 1.3262 0.5859 -3.3650
H 4.6778 0.0856 -2.3007
H 5.6841 0.9045 -0.7197
H 3.7385 -1.5021 -0.5998
H 2.0205 -1.6192 -0.6014
H 1.1010 -2.4667 -3.6683
H 3.6862 -1.2588 -4.5625
C -2.3959 -4.3774 3.9808
C -2.8876 -2.9915 3.6502
C -4.3159 -2.7093 4.0500
O -4.6958 -1.7017 3.1015
C -3.9456 -1.8862 1.9915
O -4.1250 -1.3381 0.9541
O -2.9537 -2.7833 2.2249
H -1.3841 -4.5239 3.6040
H -2.3918 -4.5353 5.0589
H -3.0268 -5.1340 3.5127
H -2.2082 -2.2410 4.0640
H -4.4120 -2.3345 5.0656
H -4.9709 -3.5736 3.9186
```

---

7.
C18H31IN5 | wB97M-V/def2-TZVPD

Properties
LUMO, Ha: -0.1442
HOMO level, eV: -12.878
Charge: +1
Gap between HOMO and LUMO, eV: 8.96

The geometry in XYZ format:
```
55
C18H31IN5, DFT wB97M-V/def2-TZVPD
C 4.7738 2.9127 2.3765
C 4.4323 1.4016 1.9390
C 3.3042 1.4245 0.7765
I 3.1835 -0.4376 -0.3692
C 1.9194 1.8109 1.4697
C 1.2160 3.0693 0.9284
N 0.0108 3.1866 1.7381
C 0.0153 2.0712 2.6693
N 1.1475 1.1908 2.5328
H 5.5602 3.3782 1.6808
H 5.2075 2.9307 3.4500
H 3.8514 3.6110 2.3092
H 5.3436 0.7636 1.6767
H 3.9420 0.9004 2.8640
H 3.5143 2.2544 -0.0031
H 1.6367 3.7042 0.0848
H -0.6876 3.9463 1.6475
H -0.8144 1.9073 3.4442
H 1.4037 0.3241 3.0244
C -5.3188 1.0663 -0.3437
C -4.0244 0.2898 -0.1256
C -3.0982 0.9516 0.8988
C -2.7123 2.3261 0.4269
N -2.4077 3.4085 0.0501
H -5.1276 2.0636 -0.7490
H -5.9586 0.5435 -1.0581
H -5.8732 1.1758 0.5935
H -3.5053 0.1891 -1.0845
H -4.2687 -0.7202 0.2152
H -2.1929 0.3518 1.0294
H -3.5947 1.0328 1.8701
C 1.3582 -6.0763 0.7335
C 0.8926 -4.9176 -0.1422
C 0.8501 -3.5841 0.6080
C -0.1089 -3.6754 1.7619
N -0.8642 -3.7468 2.6717
H 0.6741 -6.2511 1.5680
H 1.4005 -6.9993 0.1504
H 2.3559 -5.8844 1.1402
H -0.1001 -5.1508 -0.5405
H 1.5685 -4.8244 -0.9974
H 0.5244 -2.7853 -0.0638
H 1.8426 -3.3247 0.9875
C -0.3430 0.6270 -2.4274
C -0.1736 0.4064 -3.9265
C -1.4937 0.5088 -4.6930
C -2.4532 -0.5360 -4.1963
N -3.2083 -1.3603 -3.8047
H -0.9850 -0.1363 -1.9785
H 0.6248 0.5740 -1.9219
H -0.7804 1.6098 -2.2225
H 0.2764 -0.5779 -4.0916
H 0.5263 1.1496 -4.3194
H -1.3212 0.3569 -5.7615
H -1.9406 1.4979 -4.5592
```

---

8.
C18H31N5O4 | wB97M-V/def2-TZVPD

Properties
Structure (SMILES): CC(C)[C@@H](C(=O)N1CCN(C(=O)OC(C)(C)C)CC1)n1cc(CCO)nn1
LUMO, Ha: 0.0225
HOMO level, eV: -9.035
Gap between HOMO and LUMO, eV: 9.65
Energy above the lowest of the compared OMol25 structures with the same formula, charge and spin, kJ/mol: 0.0

The geometry in XYZ format:
```
58
C18H31N5O4, DFT wB97M-V/def2-TZVPD
C 3.9797 2.1237 2.2995
H 4.8380 2.7747 2.4422
H 4.3111 1.0922 2.3987
H 3.2589 2.3273 3.0886
C 3.3667 2.3578 0.9210
C 4.4255 2.2154 -0.1686
H 4.8986 1.2360 -0.1382
H 5.1980 2.9657 -0.0199
H 3.9834 2.3762 -1.1479
H 2.9592 3.3725 0.8696
C 2.1644 1.4048 0.7296
N 2.5767 0.0377 0.5669
C 3.0662 -0.5716 -0.5348
C 3.3175 -1.8663 -0.1270
N 2.9622 -1.9595 1.1714
N 2.5204 -0.8281 1.5738
C 3.9473 -2.9869 -0.8738
H 3.5643 -3.0161 -1.8980
H 3.7126 -3.9266 -0.3750
C 5.4735 -2.8029 -0.9023
O 5.8662 -1.6043 -1.5239
H 5.5537 -1.6096 -2.4359
H 5.8543 -2.7411 0.1194
H 5.9363 -3.6677 -1.3990
H 3.1795 -0.0725 -1.4725
H 1.5701 1.4415 1.6511
C 1.2778 1.8155 -0.4577
O 1.5881 2.7167 -1.2112
N 0.1506 1.0890 -0.6370
C -0.4454 0.1289 0.2674
H -0.6946 -0.7710 -0.3073
C -1.7361 0.7192 0.8578
N -2.6269 1.1110 -0.2070
C -3.7995 0.4885 -0.5079
O -4.4516 0.7665 -1.4878
O -4.1194 -0.4216 0.4253
C -5.3721 -1.1463 0.3412
C -5.3597 -2.0420 1.5810
H -5.3020 -1.4342 2.4802
H -4.4984 -2.7046 1.5558
H -6.2654 -2.6395 1.6148
C -6.5515 -0.1766 0.3933
H -6.5511 0.4622 -0.4853
H -7.4826 -0.7353 0.4244
H -6.4834 0.4471 1.2823
C -5.4113 -1.9926 -0.9306
H -4.5480 -2.6540 -0.9670
H -5.4024 -1.3508 -1.8071
H -6.3160 -2.5936 -0.9414
C -2.0408 2.0368 -1.1506
C -0.7483 1.4483 -1.7209
H -0.9753 0.5492 -2.3025
H -0.2422 2.1783 -2.3533
H -1.8196 2.9786 -0.6367
H -2.7663 2.2159 -1.9446
H -1.4890 1.6075 1.4519
H -2.2299 -0.0132 1.4934
H 0.2278 -0.1565 1.0721
```